C3H2LiO3Pb as an isolated structure at a distorted geometry, computed with ωB97M-V/def2-TZVPD.

Summary:
<S²>: 0.752
Calculated total energy (hartree): -540.98151
E_LUMO (alpha / beta) (eV): -8.462 / -8.370
Spin multiplicity: 2
F_max (hartree/bohr): 0.041
Net charge: +2

Positions of all 10 atoms, in Å:
C: 0.34516 -0.24016 1.11404
C: 1.72096 -0.19163 1.13618
O: 2.85474 -0.14003 1.07779
H: -0.03913 -1.23616 1.36928
H: -0.10926 0.53629 1.74268
O: 0.41098 0.31833 -1.58949
C: -0.43986 0.12255 -0.76698
O: -1.63810 0.06469 -0.72106
Pb: -3.76664 -0.06315 0.05552
Li: 0.66115 0.82925 -3.41795

=====

A 2-piece molecular cluster, H3O4PS overall at a distorted geometry, computed with ωB97M-V/def2-TZVPD.

Summary:
<S²>: 2.005
Calculated total energy (hartree): -1042.24393
E_LUMO (alpha / beta) (eV): 0.090 / -2.398
Spin multiplicity: 3
F_max (hartree/bohr): 0.109
Net charge: 0

Positions of all 9 atoms, in Å:
O: 1.70529 0.44893 0.15238
O: -0.22898 -0.60646 -1.35132
O: -0.39290 -1.24387 1.17594
O: -2.53410 -0.49563 -0.06914
P: -1.01636 -0.57923 0.04650
S: -2.17078 1.22696 0.16261
H: 0.65617 -0.23973 -1.14335
H: 2.02714 0.04768 0.94770
H: 1.95452 1.44135 0.07869